Record 1
The following is a quantum chemistry calculation of the ion C3H8N with charge +1, from the Open Molecules 2025 dataset.

Last column: natural (NBO) charge in e.
Element x y z (Å)
C1 -0.044 0.268 1.445  -0.34
C2 0.064 -0.035 0.168  0.14
C3 0.826 -1.130 -0.494  -0.70
N1 -0.686 0.856 -0.819  -0.70
H1 -0.552 1.147 1.797  0.23
H2 0.519 -0.367 2.107  0.25
H3 1.850 -1.176 -0.123  0.27
H4 0.410 -2.132 -0.331  0.27
H5 0.903 -1.031 -1.579  0.23
H6 -0.836 0.332 -1.681  0.45
H7 -0.141 1.698 -1.009  0.45
H8 -1.581 1.150 -0.427  0.45

Values from the calculation:
* energy above the lowest of the compared OMol25 structures with the same formula, charge and spin: 11.38 kJ/mol
* SMILES: C=C(C)[NH3+]
* multiplicity: 1
* highest occupied orbital energy: -15.192 eV
* total charge: +1

=====

Record 2
The following is a quantum chemistry calculation of a cluster of 2 separate species, C3H8N2 in total in a non-equilibrium geometry, from the Open Molecules 2025 dataset.

Last column: natural (NBO) charge in e.
Element x y z (Å)
C1 1.081 -4.043 -3.342  -0.50
N1 1.643 -3.558 -2.203  -0.90
H1 0.803 -5.123 -3.000  0.11
H2 0.649 -3.590 -4.313  0.12
H3 1.781 -2.498 -2.284  0.25
C2 -1.554 2.660 3.007  -0.52
C3 -0.550 2.397 2.102  -0.01
N2 -0.540 2.604 0.655  -0.83
H4 -2.425 3.076 2.727  0.18
H5 -1.504 2.302 4.028  0.20
H6 0.543 2.219 2.521  0.18
H7 -1.407 2.241 0.380  0.35
H8 -0.020 1.972 0.166  0.36

Values from the calculation:
* ⟨S²⟩: 0.75
* energy above the lowest of the compared OMol25 structures with the same formula, charge and spin: 254.71 kJ/mol
* multiplicity: 2
* highest occupied orbital energy (alpha / beta): 1.148 / -3.426 eV
* total charge: -1

=====

Record 3
The following is a quantum chemistry calculation of the molecule C3H8N2 in a non-equilibrium geometry, from the Open Molecules 2025 dataset.

Last column: natural (NBO) charge in e.
Element x y z (Å)
C1 1.364 -1.362 -0.907  -0.18
N1 0.802 -0.190 -0.839  -0.21
N2 0.629 0.294 0.428  -0.44
C2 -0.595 1.099 0.550  -0.22
C3 -1.813 0.246 0.504  -0.63
H1 1.774 -1.877 -0.009  0.15
H2 1.491 -1.778 -1.877  0.19
H3 0.619 -0.395 1.173  0.33
H4 -0.561 1.493 1.525  0.19
H5 -0.621 1.871 -0.242  0.21
H6 -1.797 -0.564 1.268  0.20
H7 -2.740 0.851 0.655  0.21
H8 -1.918 -0.225 -0.494  0.21

Values from the calculation:
* energy above the lowest of the compared OMol25 structures with the same formula, charge and spin: 247.75 kJ/mol
* SMILES: C=NNCC
* multiplicity: 1
* highest occupied orbital energy: -8.634 eV

=====

Record 4
The following is a quantum chemistry calculation of the molecule C3H8N2 in a non-equilibrium geometry, from the Open Molecules 2025 dataset.

Last column: natural (NBO) charge in e.
Element x y z (Å)
H1 -2.404 -1.929 0.093  0.32
N1 -1.830 -1.839 0.949  -0.69
C1 -0.748 -1.198 0.730  0.29
N2 -0.229 -0.752 -0.486  -0.63
C2 0.904 0.123 -0.531  -0.21
C3 0.653 1.569 -0.063  -0.63
H2 -0.080 -0.971 1.638  0.16
H3 -0.959 -0.496 -1.154  0.38
H4 1.258 0.093 -1.564  0.20
H5 1.731 -0.322 0.117  0.20
H6 0.412 1.507 1.033  0.21
H7 -0.241 2.017 -0.518  0.21
H8 1.533 2.198 -0.241  0.22

Values from the calculation:
* energy above the lowest of the compared OMol25 structures with the same formula, charge and spin: 136.61 kJ/mol
* SMILES: [H]/N=C\NCC
* multiplicity: 1
* highest occupied orbital energy: -9.116 eV

=====

Record 5
The following is a quantum chemistry calculation of the molecule C3H8N2 in a non-equilibrium geometry, from the Open Molecules 2025 dataset.

Last column: natural (NBO) charge in e.
Element x y z (Å)
C1 -0.568 -0.314 -1.608  -0.65
C2 0.205 -0.286 -0.316  0.13
N1 1.513 0.095 -0.227  -0.79
C3 -0.452 -0.560 0.869  -0.12
N2 -0.081 0.081 2.078  -0.86
H1 -1.398 0.381 -1.536  0.22
H2 -1.023 -1.302 -1.765  0.23
H3 0.015 -0.072 -2.505  0.21
H4 1.731 0.723 -0.973  0.35
H5 1.797 0.675 0.541  0.36
H6 -1.472 -0.819 0.680  0.18
H7 0.580 0.961 2.097  0.35
H8 -0.847 0.438 2.665  0.37

Values from the calculation:
* energy above the lowest of the compared OMol25 structures with the same formula, charge and spin: 241.15 kJ/mol
* SMILES: C/C(N)=C/N
* multiplicity: 1
* highest occupied orbital energy: -6.868 eV

=====

Record 6
The following is a quantum chemistry calculation of the molecule C3H8N2 in a non-equilibrium geometry, from the Open Molecules 2025 dataset.

Last column: natural (NBO) charge in e.
Element x y z (Å)
N1 -0.886 1.481 0.068  -0.87
C1 0.135 0.581 0.564  -0.07
C2 1.234 0.226 -0.419  -0.45
C3 0.197 -0.792 0.137  -0.06
N2 -0.769 -1.457 -0.695  -0.81
H1 -1.557 1.858 0.876  0.38
H2 -0.445 2.377 -0.636  0.38
H3 0.482 0.746 1.545  0.19
H4 2.275 0.189 -0.158  0.22
H5 0.960 0.334 -1.434  0.22
H6 0.506 -1.400 0.975  0.17
H7 -0.451 -2.559 -0.758  0.35
H8 -1.680 -1.584 -0.067  0.36

Values from the calculation:
* energy above the lowest of the compared OMol25 structures with the same formula, charge and spin: 362.09 kJ/mol
* SMILES: N[C@@H]1C[C@@H]1N
* multiplicity: 1
* highest occupied orbital energy: -8.803 eV

=====

Record 7
The following is a quantum chemistry calculation of the molecule C3H8N2 in a non-equilibrium geometry, from the Open Molecules 2025 dataset.

Last column: natural (NBO) charge in e.
Element x y z (Å)
H1 -2.370 0.710 -0.108  0.34
N1 -2.273 -0.330 -0.023  -0.70
C1 -1.121 -0.831 0.064  0.27
N2 0.061 -0.149 -0.108  -0.48
C2 1.351 -0.784 -0.011  -0.40
C3 0.056 1.163 0.031  -0.39
H2 -1.086 -1.903 -0.045  0.17
H3 2.140 0.055 -0.313  0.21
H4 1.421 -1.584 -0.782  0.21
H5 1.609 -1.173 1.070  0.20
H6 -0.172 1.867 -0.921  0.17
H7 1.105 1.530 0.392  0.20
H8 -0.722 1.430 0.754  0.20

Values from the calculation:
* energy above the lowest of the compared OMol25 structures with the same formula, charge and spin: 259.55 kJ/mol
* SMILES: [H]/N=C\N(C)C
* multiplicity: 1
* highest occupied orbital energy: -8.652 eV

=====

Record 8
The following is a quantum chemistry calculation of a structure of composition C3H8N2O in a non-equilibrium geometry, from the Open Molecules 2025 dataset.

Last column: natural (NBO) charge in e.
Element x y z (Å)
C1 0.918 -0.915 -0.550  -0.29
C2 -0.369 -0.369 0.021  0.26
C3 -0.546 -0.338 1.498  -0.65
N1 1.398 0.365 -0.164  -0.24
N2 -1.254 0.369 -0.720  -0.80
O1 1.087 1.298 -1.257  -0.63
H1 1.393 -1.670 0.187  0.22
H2 1.019 -1.086 -1.637  0.21
H3 -1.517 -0.242 1.764  0.22
H4 0.161 0.344 1.835  0.25
H5 -0.277 -1.390 1.916  0.21
H6 -1.521 0.257 -1.731  0.40
H7 -1.701 1.219 -0.338  0.38
H8 1.208 2.157 -0.825  0.47

Values from the calculation:
* energy above the lowest of the compared OMol25 structures with the same formula, charge and spin: 482.53 kJ/mol
* multiplicity: 1
* highest occupied orbital energy: -7.388 eV